Record 1
C5H14 | ωB97M-V/def2-TZVPD

XYZ file:
```
19
Properties=species:S:1:pos:R:3:nbo_charge:R:1
C 1.90115 -2.44841 0.29670 -0.618
C 1.59680 -1.83856 1.63019 -0.612
H 1.65732 -3.60452 0.23726 0.204
H 1.34826 -1.97557 -0.64384 0.211
H 2.97838 -2.38871 0.32108 0.211
H 1.72642 -0.62579 1.66726 0.198
H 2.22145 -2.27994 2.31944 0.200
H 0.66362 -2.03132 2.21346 0.205
C -1.86899 1.80179 -0.90798 -0.436
C -0.73129 2.55926 -0.35270 -0.595
C -1.47171 0.41578 -1.07456 -0.604
H -2.72922 2.00124 -0.24843 0.200
H -2.08704 2.36168 -1.79398 0.205
H -0.08327 2.00209 0.45994 0.193
H -2.30421 -0.32210 -1.31982 0.206
H -0.73607 0.26984 -1.79857 0.208
H -0.96699 3.44194 0.24587 0.216
H 0.09384 2.72493 -1.16404 0.199
H -1.20845 -0.06361 -0.08728 0.208
```

## Properties
Frontier orbital gap: 12.16 eV
Energy relative to the best compared isomer or geometry (same formula, charge and spin): 1.765 eV
Net charge: 0
Highest occupied orbital energy: -11.071 eV
Max |F|: 4.96 eV Å⁻¹
SMILES: CCC.CC

---

Record 2
C5H14 | ωB97M-V/def2-TZVPD

XYZ file:
```
19
Properties=species:S:1:pos:R:3:nbo_charge:R:1
C 2.47761 1.21457 0.38961 -0.619
C 1.83447 1.39537 -0.99592 -0.620
H 1.85897 1.69280 1.15683 0.205
H 2.60449 0.18285 0.69211 0.209
H 3.44189 1.70928 0.43378 0.206
H 2.61513 1.66819 -1.70493 0.207
H 0.99593 2.09692 -1.02146 0.208
H 1.40785 0.46315 -1.38321 0.204
C -1.55318 -1.35240 -0.19125 -0.396
C -2.52051 -0.16102 -0.01390 -0.605
C -0.39240 -1.25568 0.79486 -0.608
H -2.08778 -2.27573 0.00659 0.195
H -1.18481 -1.31041 -1.21083 0.196
H -2.52140 0.15583 1.02633 0.200
H 0.25610 -2.13474 0.90266 0.209
H 0.20867 -0.36361 0.65723 0.203
H -3.53306 -0.47109 -0.25507 0.207
H -2.23189 0.63760 -0.69076 0.204
H -0.81922 -1.13777 1.79620 0.195
```

## Properties
Frontier orbital gap: 12.67 eV
Energy relative to the best compared isomer or geometry (same formula, charge and spin): 0.288 eV
Net charge: 0
Highest occupied orbital energy: -11.520 eV
Max |F|: 0.92 eV Å⁻¹
SMILES: CCC.CC

---

Record 3
C5H14 | ωB97M-V/def2-TZVPD

XYZ file:
```
19
Properties=species:S:1:pos:R:3:nbo_charge:R:1
C -1.30028 0.43179 0.65542 -0.400
C -0.81878 1.83563 1.04313 -0.614
C -1.57033 -0.61794 1.72094 -0.603
H -2.15462 0.32726 -0.03896 0.195
H -0.51349 0.02385 -0.00329 0.188
H -0.08033 2.15613 0.31895 0.217
H -0.86629 -0.42706 2.53804 0.195
H -0.35310 1.64585 2.03327 0.201
H -1.67829 2.47900 1.23764 0.209
H -2.55896 -0.52529 2.18778 0.200
H -1.46762 -1.61069 1.28234 0.212
C 1.79546 -1.37867 -1.20788 -0.621
C 1.72368 -0.14243 -2.12036 -0.617
H 1.04735 -2.16063 -1.40752 0.202
H 2.71490 -1.94624 -1.37925 0.203
H 1.69831 -1.28563 -0.12586 0.208
H 0.80012 0.39420 -1.89842 0.208
H 1.80455 -0.41119 -3.16113 0.209
H 2.67807 0.41992 -2.05143 0.208
```

## Properties
Frontier orbital gap: 12.08 eV
Energy relative to the best compared isomer or geometry (same formula, charge and spin): 0.703 eV
Net charge: 0
Highest occupied orbital energy: -10.965 eV
Max |F|: 2.36 eV Å⁻¹
SMILES: CCC.CC

---

Question: Among the records above, which one has the lowest energy relative to the best compared isomer or geometry (same formula, charge and spin)?
Answer: number 2

---

Question: Which formula does entry 3 have?
Answer: C5H14